Here is C7H10 as an isolated structure from the Open Molecules 2025 dataset. Energies are from ωB97M-V/def2-TZVPD.

Geometry as XYZ:
```
17
Properties=species:S:1:pos:R:3
C 1.443 -0.712 -0.178
C 0.899 0.695 0.156
C -0.084 0.918 -0.997
C -0.923 -0.318 -0.722
C -1.519 0.304 1.154
C -0.059 -0.026 1.206
C 0.020 -1.157 0.167
H 1.828 -0.884 -1.190
H 2.154 -1.074 0.570
H 1.553 1.525 0.426
H 0.410 0.862 -1.974
H -0.669 1.840 -0.954
H -1.480 -0.781 -1.545
H -1.719 1.386 1.129
H -1.977 -0.224 0.160
H 0.396 -0.173 2.191
H -0.274 -2.182 0.401
```

- DFT total energy: -7415.98373 eV
- ΔE to the lowest compared entry with this formula, charge and spin: 487.3 kJ/mol
- Net charge: 0
- Gap between HOMO and LUMO: 8.78 eV
- Lowest unoccupied orbital energy: 0.0353 Ha

Here is a 9-piece molecular cluster, C3H24NO10S overall in a non-equilibrium geometry from the Open Molecules 2025 dataset. Energies are from ωB97M-V/def2-TZVPD.

Geometry as XYZ:
```
39
Properties=species:S:1:pos:R:3
O -0.512 1.958 -1.203
C -0.685 0.873 -0.692
O -1.690 0.577 0.052
C -0.087 -0.459 -1.200
C -1.155 -0.828 -2.278
S -1.233 -2.718 -2.017
N 1.327 -0.496 -1.662
H -2.221 1.370 0.414
H -0.100 -1.342 -0.390
H -2.164 -0.328 -1.981
H -0.868 -0.735 -3.283
H -2.014 -2.915 -3.166
H 1.602 0.451 -2.131
H 1.980 -0.700 -0.981
H 1.474 -1.321 -2.327
H 3.093 -2.414 0.012
H 3.120 -3.614 -0.860
O 3.525 -2.766 -0.716
H -1.613 1.896 3.264
H -3.030 1.938 2.422
O -2.325 1.393 2.869
H -1.188 -2.015 2.491
H -1.486 -0.478 2.284
O -1.109 -1.299 1.991
H -3.928 0.591 0.881
H -3.436 -0.812 1.061
O -4.105 -0.138 1.319
H -4.132 2.587 0.408
H -2.767 2.898 -0.276
O -3.267 2.512 0.466
H 3.974 0.507 2.274
H 2.560 0.684 3.186
O 2.964 0.586 2.258
H 4.155 -0.126 -0.227
H 4.532 -0.166 -1.705
O 3.832 0.011 -1.081
H 2.664 1.163 0.765
H 2.220 2.323 -0.290
O 2.091 1.349 0.049
```

- DFT total energy: -36292.40011 eV
- ΔE to the lowest compared entry with this formula, charge and spin: 74.9 kJ/mol
- Net charge: +1
- Gap between HOMO and LUMO: 9.72 eV
- Lowest unoccupied orbital energy: -0.1035 Ha

Here is C6H14N2 as an isolated structure in a non-equilibrium geometry from the Open Molecules 2025 dataset. Energies are from ωB97M-V/def2-TZVPD.

Geometry as XYZ:
```
22
Properties=species:S:1:pos:R:3
C -1.386 0.100 -0.271
C -2.349 1.200 0.113
C -1.074 0.055 -1.749
C 0.162 0.667 0.650
N 0.844 1.581 0.047
H -1.710 -0.864 0.130
H 1.167 2.289 0.701
H -0.133 0.650 1.700
H -3.283 1.103 -0.451
H -0.506 0.946 -2.034
H -0.482 -0.825 -2.014
H -1.917 2.178 -0.116
H -2.591 1.173 1.178
H -1.993 0.029 -2.343
C 2.555 -1.065 0.032
C 1.281 -1.187 0.790
N 0.967 -1.882 1.791
H 1.748 -2.446 2.147
H 0.100 -0.599 0.211
H 2.566 -0.114 -0.507
H 3.419 -1.121 0.700
H 2.617 -1.871 -0.704
```

- DFT total energy: -9424.63977 eV
- ΔE to the lowest compared entry with this formula, charge and spin: 467.4 kJ/mol
- Net charge: 0
- Gap between HOMO and LUMO: 8.65 eV
- Lowest unoccupied orbital energy: 0.0318 Ha

Here is one molecule with the formula C5H11NO in a non-equilibrium geometry from the Open Molecules 2025 dataset. Energies are from ωB97M-V/def2-TZVPD.

Geometry as XYZ:
```
18
Properties=species:S:1:pos:R:3
C 2.193 -0.618 2.196
C 0.723 -0.311 1.923
C 0.183 -0.792 0.522
N 0.115 0.387 -0.350
C -0.842 0.607 -1.308
C -1.805 -0.508 -1.576
O -0.849 1.672 -1.904
H 2.584 -1.320 1.449
H 2.877 0.248 2.206
H 2.391 -1.061 3.149
H 0.034 -0.659 2.687
H 0.551 0.772 1.896
H 0.776 -1.512 -0.034
H -0.797 -1.240 0.736
H 0.836 1.083 -0.291
H -2.437 -0.320 -2.443
H -2.346 -0.897 -0.735
H -1.184 -1.295 -2.087
```

- DFT total energy: -8900.82017 eV
- ΔE to the lowest compared entry with this formula, charge and spin: 84.6 kJ/mol
- Net charge: 0
- Gap between HOMO and LUMO: 10.29 eV
- SMILES: CCCNC(C)=O
- Lowest unoccupied orbital energy: 0.0337 Ha